124
Properties=species:S:1:pos:R:3:forces:R:3:mulliken_charge:R:1 method="wB97M-V/def2-TZVPD" gap_ev=4.2 homo_ev=-3.8 energy_ha=-4298.39928 total_charge=-1
C -6.158 -5.103 1.728 -1.234 1.128 0.162 -0.834
C -6.602 -3.794 1.602 1.010 -0.644 -0.043 0.191
C -5.740 -2.563 1.144 -1.424 -0.767 -1.609 -0.833
Nb -4.177 -1.879 2.674 -1.380 -3.468 -0.053 -0.886
N -3.007 -3.618 2.209 0.617 1.828 1.707 -0.364
C -1.561 -3.463 2.491 1.522 -1.152 -1.109 -0.105
C -0.688 -4.467 1.577 -0.040 0.566 0.436 -0.301
C 0.874 -4.358 1.891 -0.267 -0.637 -0.008 -0.943
O -5.059 -2.941 4.240 2.836 1.087 -1.211 -0.427
C -4.136 -3.382 5.252 -1.279 -0.220 0.733 0.194
C -4.292 -2.364 6.495 1.437 -0.368 -0.730 0.366
C -2.961 -1.517 6.672 -0.166 0.483 -0.120 -1.207
O -4.501 -3.107 7.717 0.323 0.212 -0.250 -0.590
C -5.272 0.063 3.157 -2.054 0.621 0.723 0.469
Cl -4.300 1.636 3.057 -0.889 -0.900 0.224 -0.299
C -6.609 0.221 3.509 1.881 1.540 -0.358 0.375
C -7.264 1.628 3.850 -0.378 -1.271 0.836 -1.149
Cl -7.690 -1.220 3.596 0.840 1.320 -0.027 -0.180
P -2.862 -0.534 0.888 0.273 -0.299 0.785 0.112
C -1.371 0.344 1.701 0.761 -0.406 -0.441 -0.598
C -2.079 -1.681 -0.388 0.605 1.105 -0.825 0.341
C -1.659 -0.823 -1.696 0.851 -0.358 0.580 -0.524
H -6.833 -5.824 2.284 0.814 0.772 -0.995 0.203
H -5.187 -5.513 1.351 -0.834 0.776 0.539 0.269
H -7.675 -3.584 1.898 1.487 -0.190 -0.040 0.208
H -6.383 -1.712 0.738 0.529 -1.103 0.610 0.333
H -5.142 -2.924 0.238 -0.400 0.499 1.125 0.323
H -2.861 -1.373 3.846 -0.085 0.563 -0.051 0.087
H -3.331 -4.419 2.763 -0.064 0.216 -0.415 0.264
H -1.275 -3.724 3.564 -0.448 0.434 -1.047 0.314
H -1.155 -2.434 2.279 -0.759 -0.888 0.335 -0.296
H -0.843 -4.234 0.484 -0.126 -0.290 1.199 0.123
H -1.105 -5.499 1.788 0.660 0.974 -0.343 0.455
H 1.457 -3.891 1.038 -0.740 -0.529 1.010 0.161
H 1.088 -3.745 2.821 -0.303 -0.753 -1.041 0.236
H 1.249 -5.421 2.048 -0.100 1.405 -0.111 0.336
H -4.458 -4.437 5.552 0.285 1.292 0.023 0.202
H -3.066 -3.468 4.910 -0.995 0.359 0.207 -0.242
H -5.188 -1.706 6.269 1.037 -0.916 0.521 0.183
H -2.942 -0.634 5.975 -0.035 -0.991 0.596 0.235
H -2.889 -1.109 7.726 -0.148 -0.529 -1.033 0.380
H -2.030 -2.129 6.436 -1.181 0.602 0.357 0.295
H -3.613 -3.411 7.978 -0.603 0.119 -0.076 0.330
H -6.526 2.274 4.409 -0.680 -0.707 -0.941 0.327
H -7.668 2.150 2.936 0.514 -0.539 0.907 0.240
H -8.113 1.434 4.582 0.852 0.273 -1.059 0.321
H -1.503 0.485 2.810 -0.093 -0.063 -1.290 0.343
H -1.125 1.314 1.177 -0.289 -0.900 0.649 0.367
H -0.488 -0.353 1.549 -0.764 0.786 0.231 -0.160
H -1.113 -2.063 0.046 -1.157 -0.148 -0.408 -0.387
H -2.809 -2.482 -0.682 0.855 0.615 0.618 0.417
H -0.523 -0.871 -1.800 -2.284 0.089 0.459 -0.192
H -1.931 0.272 -1.582 0.020 -1.303 -0.313 0.235
H -2.073 -1.280 -2.642 0.198 0.670 0.953 0.275
C 2.633 0.949 -7.069 -0.063 -0.006 0.069 -0.465
C 2.379 -0.387 -6.768 0.035 0.307 0.097 -0.356
C 1.859 -0.732 -5.526 0.240 0.016 0.172 -0.454
C 1.594 0.270 -4.599 0.244 0.202 -0.858 -0.455
C 1.850 1.604 -4.888 0.231 0.072 0.066 0.456
C 2.373 1.943 -6.130 -0.005 -0.336 -0.077 -0.633
N 1.025 -0.081 -3.299 0.011 -0.190 0.102 1.086
O 0.825 -1.262 -3.061 0.851 0.309 -0.436 -0.733
O 0.779 0.829 -2.525 0.302 -0.104 -0.062 -0.334
H 3.034 1.216 -8.041 -0.017 -0.026 0.072 0.371
H 2.584 -1.157 -7.502 -0.068 0.022 0.096 0.368
H 1.665 -1.774 -5.300 0.144 0.692 0.189 0.637
H 1.650 2.379 -4.168 0.110 -0.281 0.021 0.216
H 2.574 2.981 -6.368 -0.026 -0.062 0.075 0.417
C 1.476 -8.022 -5.908 -0.009 0.040 0.002 -0.379
C 1.853 -7.498 -7.140 -0.093 0.093 0.191 -0.421
C 1.704 -6.140 -7.392 0.065 -0.008 -0.132 -0.364
C 1.180 -5.317 -6.401 0.110 -0.797 0.151 0.092
C 0.793 -5.835 -5.169 -0.064 0.083 0.151 -0.305
C 0.943 -7.194 -4.926 0.091 -0.005 -0.225 -0.561
N 1.043 -3.883 -6.651 -0.127 0.180 -0.013 1.114
O 1.373 -3.461 -7.747 -0.038 -0.079 0.166 -0.611
O 0.611 -3.190 -5.748 -0.375 -0.875 -0.412 -0.659
H 1.599 -9.082 -5.712 -0.019 0.085 -0.017 0.368
H 2.267 -8.147 -7.902 -0.034 0.088 0.032 0.362
H 2.000 -5.742 -8.354 -0.077 0.145 0.160 0.426
H 0.380 -5.198 -4.396 0.069 0.094 -0.186 0.550
H 0.649 -7.608 -3.969 0.005 0.091 -0.062 0.379
C 3.192 3.530 0.532 -0.063 -0.063 0.018 -0.662
C 2.407 2.559 -0.079 0.103 0.037 0.159 -0.369
C 2.326 1.283 0.466 -0.073 -0.141 -0.023 -0.329
C 3.034 0.994 1.629 0.021 0.712 -0.352 -0.126
C 3.827 1.958 2.243 0.067 0.080 0.098 -0.649
C 3.904 3.230 1.689 -0.250 -0.221 -0.009 -0.284
N 2.934 -0.340 2.222 -0.112 -0.351 0.067 1.063
O 2.248 -1.166 1.651 0.173 0.171 0.094 -0.556
O 3.542 -0.548 3.259 -0.030 0.055 -0.126 -0.648
H 3.248 4.526 0.106 0.041 -0.090 0.007 0.432
H 1.855 2.797 -0.981 0.073 -0.131 0.109 0.454
H 1.711 0.534 -0.019 0.056 -0.015 0.166 0.773
H 4.383 1.736 3.145 -0.153 -0.169 -0.081 0.433
H 4.515 3.988 2.160 -0.078 -0.126 0.001 0.445
C 9.678 7.017 3.402 -0.014 -0.003 -0.017 -0.406
C 8.897 5.888 3.621 0.021 0.165 -0.158 -0.517
C 7.934 5.517 2.691 -0.045 -0.104 0.052 -0.201
C 7.766 6.282 1.542 0.562 0.197 0.551 0.092
C 8.538 7.417 1.318 0.038 0.105 -0.088 -0.366
C 9.497 7.783 2.255 -0.100 -0.204 0.092 -0.410
N 6.770 5.880 0.548 -0.290 -0.124 -0.309 0.975
O 6.098 4.892 0.787 0.314 0.336 -0.082 -0.582
O 6.671 6.553 -0.461 0.049 -0.058 0.199 -0.610
H 10.433 7.301 4.127 -0.068 -0.020 -0.054 0.366
H 9.040 5.295 4.517 -0.052 0.022 -0.087 0.374
H 7.330 4.635 2.872 -0.022 0.105 -0.200 0.459
H 8.407 8.018 0.427 -0.131 -0.196 0.024 0.428
H 10.107 8.663 2.089 -0.073 -0.062 -0.025 0.365
C -2.869 6.634 -1.510 0.023 -0.017 -0.023 -0.392
C -1.563 6.682 -1.035 -0.110 -0.115 -0.169 -0.583
C -0.602 5.827 -1.558 0.113 0.045 0.068 -0.155
C -0.960 4.931 -2.560 -0.532 0.488 0.340 0.100
C -2.266 4.872 -3.035 -0.084 -0.070 -0.119 -0.359
C -3.222 5.728 -2.505 0.209 0.078 0.109 -0.560
N 0.054 4.045 -3.131 -0.073 -0.224 -0.068 1.141
O 1.185 4.107 -2.678 -0.069 0.121 -0.119 -0.678
O -0.284 3.296 -4.026 -0.266 0.427 0.154 -0.585
H -3.617 7.307 -1.103 0.055 -0.075 -0.015 0.376
H -1.294 7.388 -0.259 0.016 -0.090 -0.050 0.374
H 0.413 5.872 -1.181 -0.052 -0.155 -0.155 0.458
H -2.550 4.172 -3.811 0.213 -0.013 0.091 0.431
H -4.242 5.693 -2.869 0.092 -0.052 0.017 0.374